Entry 1:
Molecular formula: C4H13NO3
Method: DFT, ωB97M-V with the def2-TZVPD basis set

ORCA input file:
```
! RIJCOSX wB97M-V def2-TZVPD def2/J DEFGRID3
* xyz 0 1
C 1.51064 -0.15103 -2.35396
C 1.22658 -0.07459 -0.84277
C 0.02241 -0.91005 -0.43652
N -1.18491 -0.45469 -1.12351
C -2.38030 -0.89897 -0.60974
O -2.48271 -1.65251 0.33044
H 2.46097 0.32299 -2.57081
H 0.74826 0.40580 -2.90105
H 1.52278 -1.19579 -2.66756
H 0.94202 0.95922 -0.63351
H 2.09336 -0.38601 -0.27346
H -0.15216 -0.86912 0.63540
H 0.17899 -1.98020 -0.62357
H -1.08498 -0.44223 -2.12872
H -3.27237 -0.45183 -1.06239
O 2.67796 1.08779 1.99327
H 2.72463 0.24944 1.52254
H 1.75637 1.08396 2.30171
O -0.39052 2.17782 2.49272
H -1.32704 1.96351 2.42154
H -0.18465 2.92703 1.93205
*
```

LUMO energy: 0.584 eV
HOMO-LUMO gap: 10.61 eV

---

Entry 2:
Molecular formula: C3H10NO
Method: DFT, ωB97M-V with the def2-TZVPD basis set

ORCA input file:
```
! RIJCOSX wB97M-V def2-TZVPD def2/J DEFGRID3
* xyz 0 2
C -1.92507 0.44229 1.30102
N -1.60262 -0.88246 0.62704
H -1.20633 0.45989 2.13211
H -2.96068 0.39492 1.62061
H -1.72831 1.29036 0.65260
H -0.79425 -0.76067 -0.03947
H -1.41913 -1.56873 1.38528
H -2.42245 -1.29867 0.11509
C 2.69621 0.82139 -1.14533
C 1.49849 0.34711 -1.46241
O 0.96116 -0.72452 -0.75274
H 3.14423 0.40911 -0.24771
H 3.10814 1.71372 -1.57923
H 1.00297 0.45728 -2.41693
H 1.64763 -1.10103 -0.18992
*
```

LUMO energy (alpha / beta): 0.968 / 0.687 eV
HOMO-LUMO gap (alpha / beta): 4.33 / 10.51 eV
<S²>: 0.7505

---

Entry 3:
Molecular formula: C22H20N2O5S
Method: DFT, ωB97M-V with the def2-TZVPD basis set

ORCA input file:
```
! RIJCOSX wB97M-V def2-TZVPD def2/J DEFGRID3
* xyz 0 1
C -3.29635 -3.30248 -0.56398
C -1.88051 -2.91792 -0.30320
C -0.90866 -3.87212 -0.00917
C 0.39894 -3.50678 0.24273
C 0.78752 -2.16897 0.19773
C 2.21833 -1.84688 0.48863
O 2.90649 -2.57366 1.17263
N 2.65154 -0.69331 -0.10242
C 3.90369 -0.08876 -0.03254
C 4.95530 -0.60211 0.72654
C 6.16618 0.05648 0.74847
C 6.35550 1.23071 0.02107
C 7.66930 1.89758 0.07703
O 8.61574 1.50531 0.71477
O 7.73392 3.01837 -0.66491
C 5.30326 1.74298 -0.73674
C 4.09179 1.08885 -0.76156
C -0.17900 -1.20774 -0.07802
C -1.48265 -1.58662 -0.32362
S -2.63694 -0.26465 -0.68899
O -1.89878 0.96850 -0.62725
O -3.36232 -0.56092 -1.89009
N -3.68665 -0.37199 0.61259
C -5.11688 -0.30520 0.36533
C -5.68216 1.09041 0.41852
C -6.84089 1.35842 1.13508
C -7.35784 2.64170 1.17805
C -6.71584 3.67046 0.51065
C -5.55765 3.41037 -0.20292
C -5.04328 2.12681 -0.25165
H -3.67418 -2.76063 -1.42745
H -3.38249 -4.37259 -0.73425
H -3.91275 -3.03135 0.29213
H -1.18722 -4.91498 0.02199
H 1.14671 -4.24946 0.47700
H 1.98569 -0.20818 -0.68889
H 4.81307 -1.50953 1.28851
H 6.98967 -0.32742 1.33078
H 8.61894 3.40622 -0.58514
H 5.44491 2.65139 -1.30038
H 3.27575 1.48771 -1.34810
H 0.02887 -0.14831 -0.08446
H -3.38238 0.24522 1.35044
H -5.26133 -0.72396 -0.63466
H -5.62253 -0.94776 1.09468
H -7.34356 0.55735 1.65872
H -8.26118 2.83839 1.73653
H -7.11706 4.67240 0.54683
H -5.05302 4.20892 -0.72575
H -4.14077 1.92349 -0.80859
*
```

LUMO energy: -0.024 eV
HOMO-LUMO gap: 8.84 eV